{
  "formula": "C24H23ClN2NdOP",
  "method": "ωB97M-V/def2-TZVPD",
  "elements": ["Nd", "Cl", "P", "C", "C", "C", "C", "C", "C", "C", "C", "C", "C", "C", "C", "C", "C", "C", "C", "C", "C", "H", "H", "H", "H", "H", "H", "H", "H", "H", "H", "H", "H", "H", "H", "H", "H", "H", "N", "C", "O", "C", "C", "C", "C", "N", "C", "H", "H", "H", "H", "H", "H"],
  "xyz": [[0.34092, 0.03695, 1.13539], [2.91705, -0.44352, 1.28068], [-0.10361, 0.11055, -1.36328], [-0.74194, 1.66208, -2.13501], [-1.97405, 1.70987, -2.81388], [-2.45255, 2.91226, -3.34424], [-1.74235, 4.09861, -3.10756], [-0.58045, 4.09825, -2.29999], [-0.11303, 2.88310, -1.79645], [1.55558, -0.10926, -2.22682], [2.28832, -1.27279, -1.91116], [3.58404, -1.45608, -2.38144], [4.18543, -0.43724, -3.15813], [3.50853, 0.76850, -3.38868], [2.21886, 0.94126, -2.89098], [-1.03137, -1.26729, -2.15866], [-1.62018, -2.24567, -1.33222], [-2.43337, -3.23880, -1.86620], [-2.63172, -3.26020, -3.27611], [-2.02833, -2.31232, -4.11450], [-1.23528, -1.31789, -3.55206], [1.85192, -2.01873, -1.23244], [4.13081, -2.39113, -2.15760], [5.17697, -0.60485, -3.58102], [3.97607, 1.57224, -3.99878], [1.72149, 1.89248, -3.04943], [-2.55055, 0.80188, -2.96762], [-3.36274, 2.90706, -3.98265], [-2.08507, 5.03749, -3.54474], [-0.01926, 5.03743, -2.12180], [0.77048, 2.87736, -1.14056], [-1.48341, -2.18325, -0.24446], [-2.93501, -3.99086, -1.21899], [-3.26896, -4.03812, -3.69434], [-2.20253, -2.32506, -5.22179], [-0.78386, -0.56319, -4.18271], [-1.69852, 1.01615, 0.95136], [-1.92597, 0.06432, 1.08755], [-0.72533, -1.56401, 7.87506], [-0.92998, -1.65837, 6.57016], [-1.70067, -2.43241, 6.00822], [-0.08298, -0.65674, 5.77824], [0.85572, 0.28276, 6.30086], [1.54721, 1.16804, 5.43303], [1.22518, 1.06075, 4.06698], [0.27800, 0.22037, 3.55859], [-0.31008, -0.67671, 4.40377], [-1.30604, -2.24142, 8.48384], [-0.10577, -0.91193, 8.28952], [1.04479, 0.31093, 7.35629], [2.30618, 1.90353, 5.74337], [1.69044, 1.61240, 3.23455], [-1.00899, -1.36884, 3.89884]],
  "mulliken_spin": [3.033, -0.022, -0.015, 0.002, -0.001, 0.000, -0.001, 0.001, 0.001, 0.003, 0.002, 0.002, -0.001, 0.001, -0.002, 0.003, 0.003, 0.001, 0.000, 0.000, 0.000, 0.000, 0.000, 0.000, 0.000, 0.000, 0.000, 0.000, 0.000, 0.000, 0.001, -0.002, 0.000, 0.000, 0.000, 0.000, -0.002, 0.000, 0.000, 0.000, 0.000, 0.000, 0.000, -0.001, 0.000, -0.001, -0.001, 0.000, 0.000, 0.000, 0.000, -0.001, -0.001],
  "spin_multiplicity": 4,
  "e_above_lowest_kj_mol": 215.7,
  "charge": 2
}